Record 1
The following is a quantum chemistry calculation of an isolated ion of composition C6H9F2N2O3 and charge +1, from the Open Molecules 2025 dataset.

Values from the calculation:
energy = -768.64135 Ha
gap between HOMO and LUMO = 10.76 eV
structure (SMILES) = O=C(F)N(C(=O)F)[C@H]1C[NH2+]CCO1
strongest force on any atom = 6.55 eV/Å
total charge = +1

Structure (XYZ):
```
22
Properties=species:S:1:pos:R:3:mulliken_charge:R:1
O -0.647 -3.110 -0.790 -0.401
C 0.000 -2.432 0.024 0.462
F 1.317 -2.905 0.386 -0.236
N -0.448 -1.205 0.717 0.234
C -1.390 -1.491 1.823 0.478
O -0.978 -1.408 3.010 -0.427
F -2.743 -1.852 1.562 -0.206
C -0.956 -0.153 -0.222 -0.026
C -0.598 1.285 0.463 -0.774
N 0.877 1.607 0.433 -0.092
C 1.632 0.820 -0.641 -0.524
C 0.582 0.688 -1.876 -0.427
O -0.471 -0.265 -1.577 -0.374
H -2.114 -0.197 -0.277 0.461
H -0.922 1.243 1.572 0.386
H -1.179 2.123 -0.085 0.343
H 0.961 2.606 0.131 0.392
H 1.324 1.552 1.363 0.386
H 2.621 1.320 -0.938 0.395
H 1.825 -0.216 -0.155 0.277
H 0.134 1.707 -2.156 0.291
H 1.174 0.282 -2.766 0.381
```



Record 2
The following is a quantum chemistry calculation of a 2-piece molecular cluster, C7H10BNO2 overall, from the Open Molecules 2025 dataset.

Values from the calculation:
energy = -502.84143 Ha
gap between HOMO and LUMO = 9.22 eV
relative energy (zero: lowest compared OMol25 entry of this formula, charge and spin) = 53.8 kcal/mol
structure (SMILES) = CB(O)N=C=O.C1=CCC=C1
strongest force on any atom = 3.49 eV/Å

Structure (XYZ):
```
21
Properties=species:S:1:pos:R:3:mulliken_charge:R:1
C -2.596 1.583 0.319 -0.932
B -2.450 -0.050 0.295 0.596
O -2.762 -0.843 1.353 -0.531
N -2.169 -0.734 -0.905 -0.367
C -1.765 -1.656 -1.560 0.598
O -1.771 -2.546 -2.339 -0.480
H -1.950 1.653 1.244 0.236
H -3.448 2.154 0.676 0.330
H -2.152 2.146 -0.538 0.263
H -2.846 -0.433 2.198 0.286
C 1.789 -1.851 1.375 -0.408
C 1.629 -0.639 1.909 -0.576
C 1.370 0.398 0.896 -0.027
C 1.389 -0.407 -0.386 -0.694
C 1.509 -1.713 -0.108 -0.371
H 1.939 -2.804 1.807 0.452
H 1.987 -0.278 2.856 0.414
H 0.345 0.862 0.935 -0.173
H 1.940 1.251 0.752 0.437
H 1.236 0.084 -1.309 0.478
H 1.604 -2.636 -0.637 0.468
```



Record 3
The following is a quantum chemistry calculation of C26H27IrN4OPS2Te as an isolated structure, from the Open Molecules 2025 dataset.

Values from the calculation:
2S+1 = 2
energy = -2810.83823 Ha
⟨S²⟩ = 0.7862
gap between HOMO and LUMO (spin up / spin down) = 8.32 / 5.28 eV
relative energy (zero: lowest compared OMol25 entry of this formula, charge and spin) = 8.1 kcal/mol
strongest force on any atom = 3.21 eV/Å
total charge = +2

Structure (XYZ):
```
63
Properties=species:S:1:pos:R:3:mulliken_charge:R:1
Ir -0.330 -0.119 0.131 2.773
S 0.792 -1.888 1.092 -0.559
C -0.554 -2.917 0.658 0.657
S -1.781 -1.839 0.041 -0.487
C -0.632 -4.267 0.710 1.076
C -1.809 -4.910 0.217 -0.252
N -2.744 -5.385 -0.252 -0.336
C 0.486 -5.016 1.188 -0.244
N 1.427 -5.580 1.530 -0.306
N -1.570 1.316 -0.992 -0.796
C -1.290 1.441 -2.425 0.067
C -1.877 2.463 -3.151 -0.567
C -1.723 2.492 -4.530 -0.746
C -1.011 1.492 -5.178 -0.746
C -0.404 0.488 -4.441 -0.159
C -0.519 0.470 -3.051 -0.201
P 0.479 -0.635 -2.033 0.481
C 0.290 -2.284 -2.701 0.827
C -1.000 -2.731 -3.007 -0.417
C -1.194 -4.007 -3.506 -0.833
C -0.102 -4.841 -3.717 -0.552
C 1.182 -4.389 -3.447 -0.823
C 1.386 -3.114 -2.943 -0.441
C 2.197 -0.113 -2.182 0.937
C 2.574 0.959 -2.984 -0.504
C 3.917 1.301 -3.093 -0.807
C 4.881 0.572 -2.412 -0.691
C 4.505 -0.491 -1.599 -0.875
C 3.168 -0.828 -1.475 -0.767
H -1.674 2.247 -0.595 0.278
H -2.503 0.909 -0.920 0.400
H -2.482 3.215 -2.658 0.473
H -2.182 3.288 -5.101 0.439
H -0.919 1.503 -6.255 0.467
H 0.177 -0.280 -4.938 0.531
H -1.858 -2.079 -2.887 0.407
H -2.195 -4.347 -3.731 0.476
H -0.254 -5.838 -4.106 0.448
H 2.033 -5.030 -3.634 0.464
H 2.395 -2.776 -2.750 0.453
H 1.839 1.520 -3.547 0.373
H 4.207 2.123 -3.733 0.456
H 5.928 0.827 -2.519 0.446
H 5.254 -1.065 -1.070 0.470
H 2.889 -1.663 -0.844 0.466
C 3.294 2.504 0.691 -1.470
C 1.817 2.396 0.497 0.623
N 1.126 3.533 0.428 -0.245
O 1.272 1.282 0.399 -0.662
H 3.536 3.230 1.467 0.508
H 3.749 2.839 -0.243 0.408
H 3.702 1.532 0.946 0.286
H 1.589 4.425 0.501 0.224
H 0.134 3.529 0.267 0.138
C -1.757 2.498 2.743 -1.018
Te -1.217 0.438 2.653 0.384
C 0.600 0.708 3.717 -0.858
H -2.138 2.699 3.741 0.413
H -2.544 2.708 2.023 0.333
H -0.878 3.110 2.560 0.280
H 1.270 1.340 3.140 0.125
H 1.044 -0.271 3.878 0.343
H 0.358 1.166 4.672 0.430
```